Formula: C52H115F5N7O8S3
Source: OMol25
Level of theory: ωB97M-V with the def2-TZVPD basis set

```
190
Properties=species:S:1:pos:R:3:forces:R:3
C -0.183920 -0.857333 1.254976 -0.6480 -0.1528 1.0494
C -0.259681 -0.255226 -0.126134 -1.1364 0.9340 -0.8701
C -0.683364 -1.342645 -1.140829 0.5982 -0.3868 0.5134
O -1.031121 0.914853 -0.244685 0.0009 -0.4324 0.4557
H -1.046548 -1.465607 1.526957 -0.5518 -0.1760 -0.2104
H -0.184088 -0.051535 1.988988 0.3378 0.1461 0.1395
H 0.667033 -1.512514 1.441306 0.3175 0.1318 -0.1624
H 0.781733 0.030911 -0.273392 0.8160 -0.1157 -0.7704
H -1.706083 -1.689472 -0.992990 -0.4590 0.4552 0.2388
H -0.120509 -2.259117 -0.963655 0.4397 -0.0995 -0.2933
H -0.573582 -1.070710 -2.190630 0.1420 0.2140 -0.0417
C 1.906557 -4.636162 0.597648 0.6318 0.8578 -0.2209
C 2.036368 -4.449959 2.086956 -0.3660 -0.6309 1.2229
C 0.761084 -4.897546 2.819648 1.2307 -0.6363 0.5092
N 0.517331 -4.385994 4.253709 0.5966 1.3061 -0.0353
C 1.867979 -4.147033 5.045680 -0.5670 -0.0238 -0.0794
C -0.428910 -5.317133 4.968159 -1.0448 0.4828 0.1788
C -1.283752 -4.402651 5.859440 -0.6549 -1.0911 2.0936
C -0.921352 -2.981881 5.614920 0.6580 1.7115 -1.2518
C -0.247952 -3.020933 4.240512 0.3273 -0.7907 0.0086
H 1.254098 -3.883183 0.155560 -0.1317 -0.1881 -0.1562
H 1.642337 -5.632272 0.242631 -0.1964 0.0382 0.2692
H 2.914413 -4.443839 0.229756 -0.1815 -0.0571 -0.4139
H 2.300160 -3.440176 2.401381 0.1237 0.1754 -0.3712
H 2.824460 -5.134423 2.400837 0.2524 0.3138 0.3208
H 0.906355 -5.961915 3.004331 -0.5120 -0.1507 -0.3948
H -0.073567 -4.706737 2.145080 -0.4853 0.0452 0.6871
H 1.772570 -3.796017 6.073183 -1.1760 -0.0232 0.0002
H 2.397563 -3.305541 4.598976 0.0807 -0.4369 -0.5150
H 2.440783 -5.064142 5.183205 -0.1087 -0.0787 -0.8224
H 0.027547 -6.202778 5.410195 0.5211 0.5149 0.1985
H -1.205095 -5.722484 4.319069 0.7524 0.0173 -0.9595
H -1.230242 -4.612946 6.927621 0.4867 -0.2165 0.0373
H -2.333568 -4.633246 5.678294 -0.0377 0.3146 -0.3855
H -0.256464 -2.488254 6.323687 0.2539 -0.6100 0.2473
H -1.746289 -2.270105 5.583833 -0.3882 -0.2906 -0.1252
H 0.423391 -2.200102 3.988226 0.3092 -0.1558 0.1863
H -0.974264 -3.101932 3.431808 -0.1079 -0.1932 0.0356
C -3.855718 1.395233 -3.127356 -1.0039 0.9674 1.4151
C -3.759229 -0.110753 -2.907252 0.7359 -0.6122 -0.7063
C -4.248059 -0.886002 -4.166716 0.1009 0.1959 2.2518
N -4.217695 -2.455624 -3.993148 -0.7777 2.0303 0.1269
C -4.902165 -2.949669 -2.646285 2.2840 -0.0588 -1.5330
C -2.737069 -2.974340 -4.165403 -1.5805 -0.1716 1.7182
C -3.011096 -4.380384 -4.652995 0.6149 -0.3476 -0.7222
C -4.202860 -4.220652 -5.607565 0.7558 -0.7863 -0.8482
C -5.039879 -3.085678 -5.129198 -0.1789 0.9485 0.6421
H -3.280908 1.961956 -3.859825 0.0603 -0.8611 -0.6021
H -3.614961 1.953538 -2.222686 0.5326 -0.5191 0.4180
H -4.899650 1.704493 -3.178795 -0.2518 -0.1300 -0.7976
H -4.366232 -0.438478 -2.063305 -0.1449 0.3754 0.1076
H -2.738171 -0.375451 -2.632515 0.1251 -0.0660 -0.0873
H -3.635728 -0.504613 -4.983842 -0.1509 -0.9087 -0.4317
H -5.267605 -0.511316 -4.257473 -0.2197 -0.6998 -0.5780
H -4.121338 -2.785253 -1.903739 -0.5690 0.4251 0.4069
H -4.953179 -4.033585 -2.749326 -0.2950 0.0961 -0.1246
H -5.891277 -2.517516 -2.494650 0.3609 0.2156 -0.0793
H -2.256634 -3.008765 -3.187607 -0.1361 0.1749 0.1608
H -2.196849 -2.197802 -4.706930 -0.2432 -0.6049 -0.7463
H -3.159038 -5.094529 -3.842931 -0.2980 0.3492 0.2930
H -2.133978 -4.794183 -5.150533 0.0062 0.1247 -0.2227
H -4.813219 -5.109515 -5.767225 0.3148 -0.0859 0.0273
H -3.731617 -3.942881 -6.550357 -0.3621 -0.1269 -0.2627
H -6.012500 -3.352285 -4.715649 0.1466 -0.1794 0.0646
H -5.256753 -2.326321 -5.880494 0.3239 -0.0134 -0.0157
C -2.805133 4.172310 -0.831347 -1.4310 -0.3492 0.8168
C -1.587095 4.799993 -0.253180 1.4975 0.2170 1.0572
C -1.246539 4.188156 1.178391 0.9851 0.1823 -1.2165
N 0.174018 4.571859 1.739057 0.1615 0.3022 -0.4686
C 1.264525 3.603475 1.229152 -1.1606 1.3412 -0.7499
C 0.565973 6.066988 1.475456 -0.7157 -0.4647 1.4159
C 1.561823 6.422275 2.573472 -0.0647 0.7925 -0.5114
C 1.327273 5.489605 3.757702 0.6154 -2.0164 -0.6209
C 0.214904 4.533291 3.264698 -1.1369 1.1123 -0.1844
H -2.962623 3.153623 -0.476974 0.6928 -0.4932 -0.6057
H -2.854927 4.264466 -1.916298 -0.1493 -0.1328 0.1608
H -3.676161 4.637631 -0.369950 -0.2660 0.5199 -0.4312
H -1.714404 5.882339 -0.232709 -0.2309 0.1054 0.6090
H -0.774240 4.749614 -0.977638 0.5144 -0.7222 0.3087
H -1.226063 3.098560 1.157134 0.1675 -0.2391 -0.6290
H -2.054174 4.401114 1.878733 0.3922 0.7665 0.3000
H 1.344108 3.775456 0.155747 0.0925 0.1401 -0.0240
H 0.919730 2.572590 1.309763 0.1534 0.0118 0.6075
H 2.189263 3.919125 1.712192 -0.0877 -0.5444 0.1111
H 0.906412 6.372908 0.486209 -0.2226 -0.7829 -0.1263
H -0.312650 6.645139 1.761587 -0.4216 -0.3226 -0.5812
H 2.568845 6.342945 2.163938 0.1022 0.1030 0.4185
H 1.336325 7.469512 2.774825 0.4960 0.0318 0.2709
H 2.259896 4.936926 3.871036 -0.0362 -0.1492 0.3496
H 1.059633 5.832422 4.757175 -0.0034 0.5910 -0.3814
H 0.129134 3.507750 3.623879 0.5002 0.1066 -0.0798
H -0.701308 5.062065 3.527454 -0.2957 -0.2991 0.1591
C 0.599874 -1.097034 -5.483347 0.4252 0.1144 -0.2740
C 1.184161 0.034155 -4.621372 -0.5112 0.3567 -0.1663
C 0.221403 1.243489 -4.505506 1.5817 -0.2192 -0.3796
N 0.987506 2.512550 -3.993271 0.7487 1.3684 -0.1035
C 1.735207 2.224889 -2.704416 -2.4407 -0.9151 -0.7846
C 0.012191 3.638411 -3.698740 -0.4070 0.2552 -2.3013
C 0.770449 4.950346 -3.789669 1.1030 0.2891 0.7904
C 2.036108 4.680930 -4.626656 0.2867 -0.6401 1.2273
C 1.941689 3.194370 -5.026886 -0.8452 0.4047 -0.8943
H 0.258320 -0.809457 -6.477706 0.0035 0.5256 0.0010
H -0.244762 -1.600249 -5.012751 0.2287 -0.0635 0.2756
H 1.395150 -1.814359 -5.686023 -0.1675 -0.2810 0.3044
H 2.134845 0.393482 -5.015306 0.0252 -0.0920 -0.4380
H 1.447697 -0.381812 -3.648940 -0.2787 -0.0219 0.1819
H -0.641975 0.974636 -3.896902 0.1746 0.5850 0.6097
H -0.160192 1.505502 -5.492331 0.1587 0.1992 -0.0377
H 2.484467 1.470983 -2.945946 0.2449 0.4713 0.5937
H 0.844746 1.800768 -2.240402 0.6098 -0.7821 1.3554
H 1.941978 3.124058 -2.124034 0.7020 -0.0271 -0.6107
H -0.646169 3.438232 -2.853412 0.3553 -0.1601 0.0641
H -0.555929 3.681086 -4.628007 -0.7361 -0.4516 0.2024
H 1.116752 5.249429 -2.800364 -0.3124 0.4305 0.0477
H 0.277725 5.778733 -4.298686 -0.7267 -0.2979 0.5674
H 2.891916 4.829704 -3.968215 0.1776 -0.0692 -0.1605
H 2.136461 5.437129 -5.405240 0.0046 -0.6805 -0.4174
H 2.913457 2.719082 -5.160534 -0.2699 -0.3415 0.5092
H 1.433266 3.152357 -5.990129 -0.1080 -0.3217 0.0056
C -1.880324 1.791048 4.747420 -1.3879 -1.4563 -0.0883
C -3.238757 1.120561 4.307544 1.1893 -0.2945 -0.9870
C -3.258991 0.823615 2.759225 -1.2417 0.3827 1.1855
N -4.677866 0.763994 2.150355 -0.8524 1.0416 -0.6379
C -5.266643 2.162675 1.796626 0.1904 -0.6235 2.1013
C -4.600604 0.040763 0.818091 0.4816 -0.4566 0.4014
C -4.618528 -1.452950 1.179134 -1.0115 0.7432 -0.7097
C -5.321723 -1.530509 2.520351 0.0890 0.5129 1.4906
C -5.705024 -0.079620 2.960149 0.9466 -1.1079 -1.0324
H -1.918966 1.758107 5.836238 -0.0167 1.0886 0.0416
H -1.873986 2.746630 4.223097 0.4096 0.2098 0.6889
H -0.980411 1.200363 4.576047 -0.1152 -0.0606 -0.7742
H -4.041902 1.722915 4.732074 -0.1503 0.1254 -0.4783
H -3.338249 0.117947 4.723426 0.0272 0.1446 0.5214
H -2.813136 -0.169719 2.708192 -0.0759 0.1121 -0.7056
H -2.735869 1.506602 2.089921 0.2814 -0.0296 0.2175
H -4.660531 2.776926 1.130732 0.0269 -0.7355 -0.3692
H -5.324210 2.729212 2.726049 0.0088 -0.0633 0.1466
H -6.299617 1.978037 1.501695 0.2993 0.1747 -0.4530
H -5.453641 0.384369 0.232974 -0.1000 -0.2996 0.0793
H -3.686204 0.314239 0.291606 0.2456 0.3074 0.0924
H -5.271177 -1.936114 0.452017 0.5910 -0.3745 -0.2480
H -3.609187 -1.861990 1.223971 -0.2017 -0.1137 -0.2873
H -6.233127 -2.127863 2.544754 0.2428 -0.1547 -0.1088
H -4.606136 -1.942762 3.231752 -0.2832 -0.1381 0.2641
H -6.724728 0.091318 2.615070 0.2393 0.6179 -0.2165
H -5.685154 0.054575 4.041667 0.3716 0.3870 -0.2452
C 8.142339 2.666170 1.224782 -0.1783 -0.1938 0.0834
C 6.711894 2.345888 0.727628 -0.4303 -1.0669 0.5752
C 6.103612 0.975534 1.230920 0.6650 -0.0394 0.4547
N 4.970908 0.344969 0.393632 -1.0291 1.0745 -0.9509
C 3.632886 1.055047 0.693257 0.9818 -0.6638 0.4372
C 4.741355 -1.117111 0.573717 0.6174 -0.7296 0.9399
C 3.881400 -1.590831 -0.580805 0.6647 0.1755 -0.5328
C 4.464687 -0.821043 -1.778912 -0.7691 1.6322 0.0846
C 5.149673 0.421976 -1.122213 1.4858 0.0090 -0.1368
H 8.334847 2.562850 2.292664 -0.4857 -0.1656 0.1033
H 8.354808 3.712199 1.003938 0.0584 -0.0772 -0.2017
H 8.886652 2.039346 0.733662 -0.0742 0.0511 -0.1520
H 6.755286 2.367751 -0.361280 -0.1786 0.0678 0.0137
H 6.023395 3.108734 1.091141 0.0422 0.2610 -0.2540
H 5.754790 1.051029 2.260834 -0.7789 0.4280 -0.1010
H 6.863917 0.225568 1.449039 0.2425 -0.2980 -1.0825
H 2.933839 0.859159 -0.119802 0.1091 0.0824 0.0566
H 3.822951 2.118539 0.838063 0.0394 -0.0991 -0.1579
H 3.274752 0.595784 1.614628 -0.1653 0.2127 0.1250
H 4.358183 -1.291655 1.579107 -0.0886 -0.0264 -0.0091
H 5.729509 -1.569942 0.492551 0.0560 -0.0929 0.0834
H 2.836102 -1.313909 -0.443791 -0.0690 -0.4054 0.0380
H 4.022864 -2.653661 -0.776980 -0.4260 0.0707 0.3869
H 3.673628 -0.504142 -2.458552 -0.1811 -0.0380 0.0571
H 5.153273 -1.345338 -2.441535 0.1446 -0.2136 0.5394
H 4.921308 1.457531 -1.374328 -0.5447 -0.2786 -0.4834
H 6.209231 0.325375 -1.359055 0.1855 0.0827 0.4415
C 2.155528 0.946030 5.376766 3.7539 -4.7592 -0.3595
F 1.857034 1.712527 4.402600 -0.5940 3.2648 -1.8169
F 2.671597 1.486088 6.440888 -0.0639 1.4326 0.4847
F 1.102680 0.263897 5.673360 -2.9385 -0.8729 1.3870
S 3.327235 -0.419042 4.687152 0.2342 -0.9281 -1.2300
O 4.470023 0.257414 4.107197 0.1260 0.7114 0.3181
O 3.567568 -1.371054 5.735717 0.0626 0.5018 0.9285
O 2.536436 -1.062816 3.624312 -0.8266 0.5720 -0.2717
N 2.912461 -5.423781 -4.019956 -2.0276 -1.5731 -5.4856
S 1.798427 -5.026795 -5.314470 0.1183 -3.1044 -4.5951
O 2.243883 -4.108513 -6.355145 -0.5639 0.3024 2.6177
O 0.389381 -5.105984 -4.937704 1.9687 0.6672 -0.1832
F 2.000045 -6.338766 -6.245348 -0.1160 0.0433 1.7893
S 2.459811 -4.279244 -3.189572 -1.8404 1.9729 7.8460
O 1.249688 -4.462755 -2.351330 1.3567 0.8525 -2.0400
O 2.780204 -2.973166 -3.653466 -0.5433 1.5206 -0.6516
F 3.523711 -4.467616 -2.048666 1.3472 -0.1996 0.6852
```
Positions in Å, forces in eV/Å.

Summary:
Charge: +3
LUMO level (eV): -5.7
Frontier orbital gap (eV): 7.41
E (eV): -128662.0022